A structure of composition C29H36BKN6O2 in a non-equilibrium geometry, computed with ωB97M-V/def2-TZVPD.

Summary:
Energy above the lowest of the compared OMol25 structures with the same formula, charge and spin = 359.6 kJ/mol
Max |F| = 4.5 eV/Å
LUMO (spin up / spin down) = -0.70 / -0.70 eV
E_HOMO (spin up / spin down) = -3.28 / -3.28 eV
DFT total energy = -2230.34227 Ha

ORCA input file:
```
! RIJCOSX wB97M-V def2-TZVPD def2/J DEFGRID3
* xyz 0 1
K 6.71 11.90 9.57
C 6.45 16.73 8.81
C 7.35 17.09 7.79
C 8.00 16.02 7.17
C 7.74 14.68 7.51
N 6.65 14.38 8.30
C 6.04 15.39 8.94
C 8.47 13.59 6.92
C 9.09 13.79 5.66
C 10.05 12.89 5.22
C 10.24 11.71 5.93
C 9.50 11.56 7.16
N 8.59 12.43 7.58
C 9.73 10.35 7.97
C 10.80 9.46 7.69
C 10.90 8.34 8.47
C 10.03 8.22 9.55
C 9.04 9.13 9.75
N 8.91 10.22 9.01
H 5.89 17.53 9.33
H 7.51 18.12 7.53
H 8.83 16.15 6.46
H 5.25 15.11 9.64
H 8.83 14.70 5.08
H 10.59 13.10 4.31
H 10.80 10.88 5.45
H 11.49 9.73 6.89
H 11.62 7.61 8.25
H 10.15 7.42 10.30
H 8.35 8.97 10.55
N 5.39 9.26 10.53
C 4.95 9.79 11.83
C 6.08 10.39 12.64
N 6.41 11.78 12.24
C 7.28 12.25 13.31
C 8.21 13.36 12.88
N 8.24 13.75 11.51
H 4.54 9.03 9.95
H 5.86 8.40 10.74
H 4.63 8.88 12.43
H 4.07 10.47 11.74
H 6.98 9.80 12.51
H 5.78 10.31 13.69
H 5.59 12.37 12.38
H 7.94 11.46 13.62
H 6.75 12.59 14.28
H 9.22 13.12 13.32
H 7.80 14.26 13.59
H 8.82 13.14 10.95
H 8.56 14.71 11.46
C 6.25 22.16 15.18
C 6.73 21.23 14.12
C 5.59 21.25 13.07
C 8.15 21.49 13.38
C 6.95 19.82 14.64
C 6.90 19.38 15.98
C 7.07 18.05 16.36
C 7.29 17.15 15.36
O 7.52 15.75 15.34
B 7.34 15.35 13.98
O 7.24 16.47 13.14
C 7.34 17.57 13.99
C 7.18 18.85 13.63
H 5.89 23.16 14.77
H 7.07 22.35 15.97
H 5.39 21.65 15.66
H 5.24 22.30 12.91
H 4.67 20.73 13.39
H 5.83 20.82 12.06
H 8.23 22.57 13.17
H 8.20 20.87 12.44
H 9.03 21.20 14.05
H 6.77 20.08 16.81
H 7.09 17.68 17.41
H 7.22 19.13 12.56
*
```

A structure of composition C29H36BiN10OPS2 in a non-equilibrium geometry, computed with ωB97M-V/def2-TZVPD.

Summary:
Energy above the lowest of the compared OMol25 structures with the same formula, charge and spin = 0.0 kJ/mol
Max |F| = 2.5 eV/Å
LUMO = -5.95 eV
E_HOMO = -13.48 eV
DFT total energy = -3101.44215 Ha

ORCA input file:
```
! RIJCOSX wB97M-V def2-TZVPD def2/J DEFGRID3
* xyz 2 1
Bi 1.36 -1.36 -0.23
N 5.23 0.49 -1.86
C 4.03 -0.07 -1.79
S 3.85 -1.62 -0.91
N 3.01 0.57 -2.34
N 1.79 -0.10 -2.24
C 0.90 0.15 -3.16
C 1.16 1.17 -4.19
C 0.87 2.52 -3.96
C 1.11 3.47 -4.96
C 1.65 3.01 -6.16
C 1.95 1.67 -6.38
C 1.70 0.71 -5.37
C -0.36 -0.66 -3.10
C -1.29 -0.49 -4.11
C -2.47 -1.19 -4.03
C -2.68 -2.06 -2.97
C -1.66 -2.21 -2.02
N -0.51 -1.55 -2.13
H 6.03 -0.07 -1.52
H 5.37 1.30 -2.45
H 0.49 2.72 -2.94
H 0.79 4.52 -4.92
H 1.71 3.79 -6.90
H 2.36 1.32 -7.36
H 1.84 -0.32 -5.56
H -1.12 0.28 -4.87
H -3.18 -1.12 -4.87
H -3.57 -2.69 -2.94
H -1.69 -2.84 -1.15
N 2.67 -0.70 4.10
C 2.40 -2.01 4.42
C 2.53 -2.78 5.60
C 2.23 -4.10 5.48
C 1.73 -4.66 4.26
C 1.61 -3.93 3.12
C 1.94 -2.54 3.21
N 1.84 -1.57 2.25
C 2.33 -0.48 2.80
C 2.46 0.82 2.09
C 2.74 2.05 2.60
S 2.52 3.24 1.38
C 2.03 2.00 0.29
N 2.11 0.80 0.78
H 3.09 -0.03 4.73
H 2.93 -2.39 6.53
H 2.39 -4.76 6.35
H 1.35 -5.68 4.36
H 1.23 -4.49 2.26
H 3.04 2.28 3.61
H 1.96 2.19 -0.77
C -0.89 1.93 2.83
N -1.70 0.76 2.61
C -2.63 0.38 3.72
P -1.89 0.33 0.99
O -0.54 0.03 0.42
N -2.53 1.65 0.20
C -3.70 2.40 0.66
C -2.01 2.10 -1.10
N -3.00 -0.88 1.00
C -4.22 -0.96 0.27
C -2.68 -2.10 1.70
H -1.51 2.79 2.95
H -0.30 2.06 1.90
H -0.26 1.81 3.73
H -2.87 1.23 4.36
H -2.17 -0.35 4.41
H -3.59 -0.02 3.33
H -4.35 1.78 1.27
H -4.32 2.66 -0.20
H -3.45 3.31 1.21
H -1.16 1.48 -1.40
H -1.81 3.19 -1.09
H -2.80 1.99 -1.87
H -4.36 -0.15 -0.45
H -5.04 -0.93 1.00
H -4.32 -1.90 -0.23
H -1.64 -2.02 2.04
H -2.79 -2.96 1.07
H -3.29 -2.18 2.61
*
```

A structure of composition C29H36Cl2N4O2P2Tc in a non-equilibrium geometry, computed with ωB97M-V/def2-TZVPD.

Summary:
Energy above the lowest of the compared OMol25 structures with the same formula, charge and spin = 17.0 kJ/mol
Max |F| = 5.3 eV/Å
LUMO (spin up / spin down) = -8.13 / -9.75 eV
E_HOMO (spin up / spin down) = -12.37 / -12.37 eV
DFT total energy = -3179.27579 Ha

ORCA input file:
```
! RIJCOSX wB97M-V def2-TZVPD def2/J DEFGRID3
* xyz 2 4
Tc -3.50 -1.08 -0.53
C -2.82 -3.34 -0.88
C -2.18 -2.70 0.20
C -0.73 -2.27 0.13
C -0.53 -0.81 -0.28
C -1.66 -0.20 -1.07
C -2.23 -0.87 -2.20
C -1.65 -2.14 -2.79
C -2.23 -3.45 -2.24
C -4.46 0.59 -1.31
H -3.52 -4.14 -0.63
H -2.49 -3.02 1.20
H -0.15 -2.93 -0.53
H -0.28 -2.40 1.12
H -0.41 -0.21 0.64
H 0.42 -0.73 -0.83
H -1.67 0.89 -1.09
H -2.65 -0.22 -2.98
H -0.56 -2.16 -2.68
H -1.84 -2.13 -3.88
H -3.03 -3.82 -2.90
H -1.44 -4.21 -2.27
H -5.52 0.67 -1.00
H -4.46 0.60 -2.42
H -3.94 1.51 -1.00
P 0.67 2.03 -0.64
P 1.58 -0.62 1.96
N 1.32 2.08 -2.24
N 0.79 3.79 -0.41
N 3.11 -1.43 1.50
N 1.82 -0.62 3.70
C 2.27 1.54 0.17
C 2.10 1.13 1.65
C 0.48 2.37 -3.34
C 1.28 2.73 -4.41
C 2.64 2.69 -3.98
C 2.64 2.31 -2.64
C -0.29 4.57 0.02
C 0.15 5.86 0.27
C 1.56 5.89 -0.02
C 1.92 4.62 -0.46
C 3.12 -2.58 0.69
C 4.40 -2.79 0.22
C 5.22 -1.72 0.70
C 4.43 -0.92 1.51
C 2.97 -0.95 4.44
C 2.84 -0.42 5.72
C 1.57 0.26 5.78
C 0.97 0.13 4.54
H 2.97 2.39 0.13
H 2.69 0.70 -0.42
H 3.06 1.30 2.16
H 1.32 1.75 2.13
H -0.58 2.22 -3.24
H 0.93 3.00 -5.40
H 3.52 2.93 -4.55
H 3.46 2.13 -1.96
H -1.27 4.11 0.10
H -0.45 6.69 0.61
H 2.23 6.74 0.08
H 2.87 4.25 -0.80
H 2.21 -3.14 0.53
H 4.72 -3.61 -0.41
H 6.26 -1.55 0.45
H 4.68 -0.02 2.06
H 3.74 -1.56 4.01
H 3.57 -0.49 6.51
H 1.17 0.79 6.63
H 0.02 0.49 4.18
Cl -5.78 -4.85 0.75
C -6.66 -3.34 0.48
Cl -7.55 -2.71 1.88
C -5.59 -2.32 0.10
O -5.29 -2.11 -1.13
O -4.92 -1.71 0.99
H -7.34 -3.46 -0.37
*
```

A cluster of 6 separate species, C29H36F5N2O19 in total in a non-equilibrium geometry, computed with ωB97M-V/def2-TZVPD.

Summary:
Max |F| = 2.7 eV/Å
LUMO = -4.89 eV
E_HOMO = -12.12 eV
DFT total energy = -3164.85982 Ha

ORCA input file:
```
! RIJCOSX wB97M-V def2-TZVPD def2/J DEFGRID3
* xyz 1 1
C 0.05 -0.54 3.51
C -0.04 -0.92 2.05
O 0.88 -1.42 1.45
O -1.26 -0.69 1.47
C -1.19 0.24 0.35
C -2.52 0.15 -0.38
C -3.57 1.18 0.06
C -3.71 1.40 1.59
C -5.02 0.99 2.20
C -5.74 1.88 2.97
C -6.90 1.41 3.51
N -7.38 0.20 3.34
N -6.74 -0.71 2.63
C -5.61 -0.31 2.11
C -4.85 -1.38 1.34
C -5.24 -2.81 1.75
O -4.77 -3.77 0.81
C -3.38 -3.78 0.71
C -2.87 -3.67 -0.71
O -2.69 -3.92 1.68
H 1.04 -0.79 3.87
H -0.70 -1.13 4.04
H -0.18 0.52 3.64
H -0.36 -0.08 -0.27
H -1.01 1.27 0.70
H -2.86 -0.88 -0.32
H -2.31 0.34 -1.43
H -4.53 0.84 -0.34
H -3.36 2.13 -0.42
H -2.91 0.96 2.19
H -3.64 2.48 1.76
H -5.39 2.89 3.13
H -7.48 2.07 4.14
H -8.25 -0.08 3.78
H -3.78 -1.23 1.53
H -5.03 -1.26 0.27
H -6.31 -2.97 1.83
H -4.80 -3.02 2.73
H -2.94 -4.66 -1.16
H -1.82 -3.38 -0.63
H -3.41 -2.92 -1.27
C 3.86 -0.42 1.80
C 5.36 -0.54 1.66
O 5.77 0.82 1.60
C 4.86 1.54 2.30
O 5.02 2.65 2.68
O 3.73 0.81 2.52
F 5.70 -1.16 0.51
H 3.36 -0.33 0.84
H 3.42 -1.24 2.35
H 5.85 -1.03 2.50
C 6.32 3.62 5.19
C 7.79 3.31 5.27
O 8.19 3.96 6.46
C 7.10 4.00 7.28
O 7.13 4.24 8.43
O 5.97 3.72 6.58
F 8.48 3.83 4.22
H 6.13 4.58 4.70
H 5.75 2.86 4.69
H 8.02 2.24 5.35
C -5.36 -3.29 -5.00
C -4.60 -2.68 -6.15
O -4.22 -1.42 -5.63
C -4.10 -1.56 -4.29
O -3.54 -0.80 -3.58
O -4.69 -2.71 -3.87
F -5.40 -2.50 -7.23
H -6.41 -2.99 -4.99
H -5.30 -4.37 -4.97
H -3.71 -3.24 -6.45
C -5.44 -1.58 -11.23
C -4.00 -1.91 -11.52
O -3.73 -2.96 -10.62
C -4.92 -3.61 -10.40
O -5.02 -4.68 -9.91
O -5.96 -2.85 -10.83
F -3.18 -0.86 -11.24
H -5.54 -0.87 -10.40
H -5.98 -1.19 -12.09
H -3.82 -2.25 -12.54
C 11.57 3.24 1.76
C 11.48 3.16 3.26
O 12.68 3.80 3.68
C 13.00 4.71 2.71
O 13.77 5.59 2.84
O 12.29 4.46 1.57
F 11.49 1.88 3.70
H 12.15 2.41 1.34
H 10.60 3.28 1.28
H 10.63 3.68 3.69
*
```

A structure of composition C29H36N2OP2Tc in a non-equilibrium geometry, computed with ωB97M-V/def2-TZVPD.

Summary:
Max |F| = 7.5 eV/Å
LUMO (spin up / spin down) = -7.69 / -9.28 eV
E_HOMO (spin up / spin down) = -13.31 / -13.31 eV
DFT total energy = -2074.18253 Ha

ORCA input file:
```
! RIJCOSX wB97M-V def2-TZVPD def2/J DEFGRID3
* xyz 2 4
C -2.40 2.08 -3.07
C -2.06 0.82 -2.58
C -0.69 0.41 -2.75
C 0.33 1.45 -2.64
C -0.06 2.76 -2.96
C -1.37 3.00 -3.33
C 1.66 1.11 -2.30
C 1.94 -0.25 -2.49
C 0.85 -1.23 -2.60
C 1.15 -2.60 -2.26
C 2.43 -3.05 -2.55
C 3.44 -2.10 -2.82
C 3.24 -0.74 -2.64
H -3.45 2.35 -3.25
H 0.77 3.47 -3.00
H -1.59 3.96 -3.75
H 2.21 1.69 -1.63
H 2.64 -4.12 -2.57
H 4.43 -2.44 -3.08
H 4.02 0.02 -2.69
N -0.38 -0.88 -3.00
Tc -0.50 -0.70 0.94
C -3.00 -0.07 -1.82
H -3.02 -1.10 -2.22
H -4.02 0.38 -1.87
C 0.10 -3.45 -1.59
H -0.82 -3.54 -2.20
H 0.53 -4.46 -1.45
P -2.55 -0.15 0.02
P -0.35 -2.85 0.12
C 0.79 -3.78 1.22
H 0.42 -3.70 2.25
H 0.85 -4.83 0.92
H 1.80 -3.34 1.20
C -1.87 -3.86 0.35
H -1.61 -4.93 0.38
H -2.37 -3.59 1.29
H -2.56 -3.69 -0.49
C -3.02 1.53 0.57
H -4.08 1.76 0.35
H -2.87 1.59 1.66
H -2.39 2.29 0.09
C -3.96 -1.14 0.63
H -3.84 -1.30 1.70
H -4.91 -0.61 0.45
H -4.00 -2.11 0.13
C -1.11 -1.26 2.64
O -1.61 -1.65 3.64
H 0.23 0.13 -0.09
C 0.13 3.70 4.09
N 0.53 3.07 2.86
C -0.07 3.66 1.69
C 0.51 1.62 2.89
C 1.67 1.05 2.13
C 2.89 1.73 2.14
C 3.99 1.18 1.46
C 3.90 -0.07 0.82
C 2.68 -0.77 0.86
C 1.57 -0.17 1.46
H 0.28 4.77 3.97
H 0.76 3.31 4.89
H -0.92 3.50 4.35
H 0.33 3.22 0.76
H -1.17 3.56 1.67
H 0.17 4.73 1.71
H 0.63 1.34 3.96
H -0.46 1.18 2.53
H 2.92 2.68 2.69
H 4.94 1.73 1.48
H 4.78 -0.53 0.35
H 2.60 -1.77 0.40
*
```

A structure of composition C29H37As2CrN4O2S2, computed with ωB97M-V/def2-TZVPD.

Summary:
Energy above the lowest of the compared OMol25 structures with the same formula, charge and spin = 47.1 kJ/mol
Max |F| = 0.6 eV/Å
LUMO (spin up / spin down) = -6.67 / -6.72 eV
E_HOMO (spin up / spin down) = -13.90 / -13.92 eV
DFT total energy = -7808.74449 Ha

ORCA input file:
```
! RIJCOSX wB97M-V def2-TZVPD def2/J DEFGRID3
* xyz 2 4
Cr -1.79 -0.40 0.12
N -2.22 1.30 1.30
N -2.46 2.31 0.32
C -3.16 1.82 -0.81
O -3.68 2.57 -1.58
O -3.05 0.51 -0.95
H -3.04 1.18 1.89
H -1.44 1.58 1.89
H -2.82 3.18 0.68
C -4.02 -1.23 3.22
As -3.12 -1.97 1.68
C -2.07 -3.42 2.41
C -4.47 -2.82 0.61
C -5.65 -3.31 1.14
C -6.58 -3.93 0.31
C -6.31 -4.07 -1.04
C -5.13 -3.59 -1.58
C -4.20 -2.96 -0.76
As -2.53 -2.27 -1.45
C -2.95 -1.57 -3.20
C -1.43 -3.83 -1.80
H -4.38 -2.04 3.86
H -4.88 -0.63 2.90
H -3.34 -0.62 3.81
H -2.74 -4.18 2.82
H -1.42 -3.05 3.20
H -1.45 -3.87 1.62
H -5.88 -3.20 2.20
H -7.50 -4.30 0.73
H -7.04 -4.56 -1.68
H -4.95 -3.71 -2.64
H -3.20 -2.38 -3.88
H -2.08 -1.03 -3.58
H -3.78 -0.87 -3.10
H -2.02 -4.59 -2.33
H -1.07 -4.25 -0.87
H -0.59 -3.53 -2.42
S 0.15 -0.78 1.57
C 1.48 -0.17 0.71
N 2.61 0.17 1.28
C 3.75 0.65 0.48
C 3.79 -0.12 -0.81
N 2.50 0.01 -1.48
C 2.57 0.17 -2.96
C 3.16 1.51 -3.31
C 4.38 1.58 -3.96
C 4.93 2.82 -4.28
C 4.26 3.98 -3.94
C 3.04 3.91 -3.29
C 2.48 2.68 -2.98
C 1.38 0.03 -0.80
S -0.13 0.30 -1.50
C 2.80 0.23 2.75
C 3.15 1.63 3.16
C 4.36 1.91 3.78
C 4.68 3.21 4.14
C 3.79 4.24 3.89
C 2.58 3.97 3.27
C 2.26 2.67 2.91
H 4.64 0.50 1.08
H 3.63 1.73 0.31
H 4.01 -1.18 -0.65
H 4.55 0.31 -1.47
H 1.56 0.04 -3.34
H 3.19 -0.64 -3.32
H 4.90 0.67 -4.24
H 5.88 2.87 -4.80
H 4.69 4.94 -4.19
H 2.51 4.82 -3.04
H 1.52 2.64 -2.49
H 3.60 -0.47 2.99
H 1.88 -0.13 3.21
H 5.06 1.10 3.98
H 5.63 3.41 4.63
H 4.04 5.25 4.17
H 1.88 4.78 3.08
H 1.30 2.47 2.43
*
```

Among the records above, which one has the highest max |F|? C29H36N2OP2Tc

The lowest max |F| belongs to which entry? C29H37As2CrN4O2S2

Please write out number 6 again, unchanged.
A structure of composition C29H37As2CrN4O2S2, computed with ωB97M-V/def2-TZVPD.

Summary:
Energy above the lowest of the compared OMol25 structures with the same formula, charge and spin = 47.1 kJ/mol
Max |F| = 0.6 eV/Å
LUMO (spin up / spin down) = -6.67 / -6.72 eV
E_HOMO (spin up / spin down) = -13.90 / -13.92 eV
DFT total energy = -7808.74449 Ha

ORCA input file:
```
! RIJCOSX wB97M-V def2-TZVPD def2/J DEFGRID3
* xyz 2 4
Cr -1.79 -0.40 0.12
N -2.22 1.30 1.30
N -2.46 2.31 0.32
C -3.16 1.82 -0.81
O -3.68 2.57 -1.58
O -3.05 0.51 -0.95
H -3.04 1.18 1.89
H -1.44 1.58 1.89
H -2.82 3.18 0.68
C -4.02 -1.23 3.22
As -3.12 -1.97 1.68
C -2.07 -3.42 2.41
C -4.47 -2.82 0.61
C -5.65 -3.31 1.14
C -6.58 -3.93 0.31
C -6.31 -4.07 -1.04
C -5.13 -3.59 -1.58
C -4.20 -2.96 -0.76
As -2.53 -2.27 -1.45
C -2.95 -1.57 -3.20
C -1.43 -3.83 -1.80
H -4.38 -2.04 3.86
H -4.88 -0.63 2.90
H -3.34 -0.62 3.81
H -2.74 -4.18 2.82
H -1.42 -3.05 3.20
H -1.45 -3.87 1.62
H -5.88 -3.20 2.20
H -7.50 -4.30 0.73
H -7.04 -4.56 -1.68
H -4.95 -3.71 -2.64
H -3.20 -2.38 -3.88
H -2.08 -1.03 -3.58
H -3.78 -0.87 -3.10
H -2.02 -4.59 -2.33
H -1.07 -4.25 -0.87
H -0.59 -3.53 -2.42
S 0.15 -0.78 1.57
C 1.48 -0.17 0.71
N 2.61 0.17 1.28
C 3.75 0.65 0.48
C 3.79 -0.12 -0.81
N 2.50 0.01 -1.48
C 2.57 0.17 -2.96
C 3.16 1.51 -3.31
C 4.38 1.58 -3.96
C 4.93 2.82 -4.28
C 4.26 3.98 -3.94
C 3.04 3.91 -3.29
C 2.48 2.68 -2.98
C 1.38 0.03 -0.80
S -0.13 0.30 -1.50
C 2.80 0.23 2.75
C 3.15 1.63 3.16
C 4.36 1.91 3.78
C 4.68 3.21 4.14
C 3.79 4.24 3.89
C 2.58 3.97 3.27
C 2.26 2.67 2.91
H 4.64 0.50 1.08
H 3.63 1.73 0.31
H 4.01 -1.18 -0.65
H 4.55 0.31 -1.47
H 1.56 0.04 -3.34
H 3.19 -0.64 -3.32
H 4.90 0.67 -4.24
H 5.88 2.87 -4.80
H 4.69 4.94 -4.19
H 2.51 4.82 -3.04
H 1.52 2.64 -2.49
H 3.60 -0.47 2.99
H 1.88 -0.13 3.21
H 5.06 1.10 3.98
H 5.63 3.41 4.63
H 4.04 5.25 4.17
H 1.88 4.78 3.08
H 1.30 2.47 2.43
*
```